No. 1
{
  "formula": "C4H12",
  "method": "wB97M-V/def2-TZVPD",
  "lumo_ha": [0.155, 0.161],
  "charge": -1,
  "s2": 0.750,
  "homo_energy_ha": [0.0552, -0.2744],
  "multiplicity": 2,
  "elements": ["C", "C", "H", "H", "H", "H", "H", "H", "C", "C", "H", "H", "H", "H", "H", "H"],
  "coordinates": [[1.39, 2.47, -0.49], [-0.09, 2.26, -0.18], [1.65, 2.26, -1.54], [1.81, 3.38, -0.27], [2.20, 1.86, 0.17], [-0.59, 2.98, -0.74], [-0.65, 1.34, -0.34], [-0.35, 2.69, 0.84], [-1.04, -3.04, -0.14], [-0.35, -1.91, 0.69], [-1.30, -3.70, 0.66], [-2.01, -2.66, -0.47], [-0.28, -3.24, -0.84], [-0.56, -0.86, 0.33], [-0.54, -1.94, 1.78], [0.72, -1.88, 0.53]]
}

No. 2
{
  "formula": "C42H119N7O21",
  "method": "wB97M-V/def2-TZVPD",
  "lumo_ha": 0.008,
  "charge": 0,
  "homo_energy_ha": -0.3253,
  "elements": ["C", "C", "O", "O", "H", "H", "H", "H", "H", "H", "C", "C", "O", "O", "H", "H", "H", "H", "H", "H", "C", "C", "O", "O", "H", "H", "H", "H", "H", "H", "C", "C", "O", "O", "H", "H", "H", "H", "H", "H", "C", "C", "O", "O", "H", "H", "H", "H", "H", "H", "C", "C", "O", "O", "H", "H", "H", "H", "H", "H", "C", "C", "O", "O", "H", "H", "H", "H", "H", "H", "C", "C", "C", "O", "C", "N", "H", "H", "H", "H", "H", "H", "H", "H", "H", "H", "H", "C", "C", "C", "O", "C", "N", "H", "H", "H", "H", "H", "H", "H", "H", "H", "H", "H", "C", "C", "C", "O", "C", "N", "H", "H", "H", "H", "H", "H", "H", "H", "H", "H", "H", "C", "C", "C", "O", "C", "N", "H", "H", "H", "H", "H", "H", "H", "H", "H", "H", "H", "C", "C", "C", "O", "C", "N", "H", "H", "H", "H", "H", "H", "H", "H", "H", "H", "H", "C", "C", "C", "O", "C", "N", "H", "H", "H", "H", "H", "H", "H", "H", "H", "H", "H", "C", "C", "C", "O", "C", "N", "H", "H", "H", "H", "H", "H", "H", "H", "H", "H", "H"],
  "coordinates": [[16.99, 14.04, 11.25], [16.31, 13.74, 9.87], [16.95, 12.75, 9.06], [18.18, 14.84, 11.09], [17.22, 13.12, 11.78], [16.35, 14.73, 11.80], [16.20, 14.63, 9.24], [15.29, 13.53, 10.20], [16.80, 11.84, 9.33], [18.64, 14.75, 11.93], [13.04, 13.94, 17.86], [13.10, 13.99, 16.38], [14.36, 14.47, 15.87], [14.02, 13.05, 18.36], [12.07, 13.57, 18.20], [13.35, 14.89, 18.29], [12.33, 14.57, 15.86], [13.11, 12.96, 16.00], [14.24, 15.02, 15.09], [13.48, 12.30, 18.62], [18.08, 17.26, 8.73], [17.44, 18.17, 7.75], [17.06, 19.46, 8.34], [17.09, 17.02, 9.76], [18.95, 17.72, 9.18], [18.29, 16.27, 8.31], [16.60, 17.69, 7.25], [18.14, 18.33, 6.92], [16.51, 19.20, 9.09], [17.54, 16.41, 10.35], [16.49, 16.57, 14.28], [15.24, 16.82, 13.38], [14.14, 15.95, 13.65], [16.39, 17.33, 15.51], [17.41, 16.86, 13.76], [16.62, 15.50, 14.45], [15.42, 16.81, 12.31], [14.97, 17.87, 13.42], [13.58, 15.98, 12.88], [16.48, 16.65, 16.18], [17.65, 20.41, 14.93], [17.36, 20.72, 16.42], [17.01, 22.06, 16.74], [18.69, 21.23, 14.43], [16.76, 20.51, 14.31], [17.93, 19.36, 14.85], [18.25, 20.37, 16.95], [16.52, 20.09, 16.72], [17.77, 22.65, 16.71], [19.00, 20.78, 13.64], [15.85, 16.29, 18.49], [17.05, 17.12, 18.93], [17.67, 16.34, 19.90], [16.27, 15.34, 17.55], [15.09, 16.93, 18.04], [15.24, 15.85, 19.27], [16.76, 18.10, 19.29], [17.79, 17.24, 18.14], [17.02, 16.12, 20.58], [15.58, 14.68, 17.44], [13.60, 18.35, 9.27], [14.03, 19.13, 10.54], [15.43, 19.27, 10.64], [12.22, 18.08, 9.39], [14.04, 17.35, 9.35], [13.81, 18.75, 8.28], [13.64, 18.54, 11.37], [13.43, 20.04, 10.53], [15.79, 18.40, 10.82], [11.68, 18.85, 9.23], [21.46, 15.40, 17.20], [20.14, 16.14, 17.18], [20.08, 17.39, 16.31], [21.13, 18.19, 16.73], [21.42, 19.30, 15.86], [19.18, 15.18, 16.77], [22.21, 15.93, 17.80], [22.00, 15.46, 16.25], [21.39, 14.33, 17.39], [19.93, 16.44, 18.21], [19.15, 17.95, 16.37], [20.25, 17.22, 15.25], [20.49, 19.79, 15.58], [21.77, 18.92, 14.90], [22.16, 20.00, 16.26], [18.30, 15.36, 17.24], [19.48, 14.29, 17.14], [21.47, 21.71, 12.41], [20.97, 21.08, 11.07], [19.56, 20.41, 11.11], [19.33, 19.72, 12.28], [20.01, 18.47, 12.30], [20.93, 22.15, 10.11], [21.83, 20.99, 13.13], [20.64, 22.26, 12.85], [22.27, 22.42, 12.21], [21.77, 20.45, 10.66], [19.40, 19.80, 10.22], [18.82, 21.21, 11.06], [19.82, 17.79, 11.47], [19.87, 17.88, 13.20], [21.07, 18.73, 12.30], [20.11, 22.74, 10.16], [21.70, 22.77, 10.31], [16.69, 10.74, 15.05], [17.32, 11.66, 16.06], [18.81, 11.39, 16.30], [19.43, 11.98, 17.39], [20.77, 11.55, 17.61], [17.12, 13.03, 15.49], [16.89, 9.69, 15.25], [17.12, 10.80, 14.05], [15.61, 10.80, 14.94], [16.82, 11.65, 17.03], [19.37, 11.52, 15.37], [18.83, 10.32, 16.54], [20.80, 10.51, 17.93], [21.36, 12.15, 18.30], [21.26, 11.67, 16.64], [17.47, 13.72, 16.13], [16.13, 13.23, 15.47], [9.44, 16.70, 19.68], [10.67, 17.57, 19.38], [11.18, 17.42, 17.92], [12.54, 17.91, 17.88], [13.04, 18.01, 16.55], [10.36, 19.01, 19.58], [9.27, 16.71, 20.76], [9.74, 15.67, 19.48], [8.58, 16.89, 19.03], [11.35, 17.27, 20.18], [10.49, 18.06, 17.36], [11.20, 16.40, 17.54], [14.09, 18.34, 16.56], [12.40, 18.66, 15.95], [13.01, 17.07, 16.01], [11.15, 19.61, 19.41], [10.04, 19.19, 20.52], [11.13, 17.60, 12.75], [11.26, 16.14, 12.27], [10.14, 15.74, 11.33], [10.20, 14.33, 11.09], [9.08, 13.84, 10.36], [12.57, 15.85, 11.61], [11.71, 17.67, 13.67], [10.08, 17.70, 12.99], [11.45, 18.33, 12.01], [11.26, 15.52, 13.16], [10.21, 16.18, 10.33], [9.20, 15.87, 11.87], [9.26, 12.80, 10.10], [8.91, 14.49, 9.51], [8.16, 13.66, 10.92], [12.25, 14.96, 11.23], [12.63, 16.50, 10.84], [20.19, 12.77, 12.52], [20.49, 13.84, 13.59], [21.60, 14.77, 13.11], [22.69, 14.04, 12.38], [23.73, 13.51, 13.23], [19.25, 14.51, 13.76], [20.17, 13.23, 11.53], [19.36, 12.12, 12.81], [21.05, 12.11, 12.63], [20.78, 13.30, 14.48], [21.91, 15.36, 13.98], [21.22, 15.52, 12.41], [24.12, 14.26, 13.91], [24.49, 13.15, 12.54], [23.38, 12.64, 13.79], [19.36, 14.98, 14.65], [18.64, 13.79, 14.13], [14.32, 8.59, 13.34], [13.06, 9.41, 13.11], [13.07, 10.35, 11.90], [14.10, 11.31, 11.93], [13.79, 12.49, 12.73], [11.99, 8.41, 12.94], [14.37, 7.86, 12.53], [14.23, 8.14, 14.33], [15.22, 9.21, 13.42], [12.81, 9.99, 14.00], [12.13, 10.87, 11.70], [13.26, 9.73, 11.03], [12.79, 12.88, 12.54], [14.43, 13.35, 12.55], [13.90, 12.35, 13.80], [11.29, 8.79, 12.32], [12.39, 7.59, 12.51]]
}

No. 3
{
  "formula": "C12H6F3N3O",
  "method": "wB97M-V/def2-TZVPD",
  "lumo_ha": -0.044,
  "charge": 0,
  "smiles": "N#Cc1ncc(C(F)(F)F)cc1Oc1cccnc1",
  "homo_energy_ha": -0.3526,
  "elements": ["N", "C", "C", "N", "C", "C", "C", "F", "F", "F", "C", "C", "O", "C", "C", "C", "C", "N", "C", "H", "H", "H", "H", "H", "H"],
  "coordinates": [[-0.30, -4.56, 0.02], [0.41, -3.60, -0.03], [1.15, -2.28, 0.00], [2.36, -2.47, -0.12], [3.04, -1.50, -0.21], [2.36, -0.17, 0.17], [3.18, 1.18, 0.10], [4.41, 1.09, 0.11], [3.13, 1.89, 1.45], [2.74, 2.14, -0.53], [0.95, -0.11, 0.41], [0.26, -1.13, 0.06], [-1.10, -1.19, 0.23], [-1.80, -0.15, 0.14], [-1.76, 0.97, -0.90], [-2.70, 1.92, -1.14], [-3.57, 1.77, -0.19], [-3.72, 1.20, 0.97], [-2.90, 0.09, 0.92], [4.08, -1.27, -0.41], [0.54, 1.02, 0.52], [-0.82, 0.73, -1.72], [-2.56, 2.46, -1.77], [-4.27, 2.59, -0.07], [-3.11, -0.60, 2.00]]
}

No. 4
{
  "formula": "C3H6N2O",
  "method": "wB97M-V/def2-TZVPD",
  "lumo_ha": 0.029,
  "charge": 0,
  "smiles": "N#C[C@@H](N)CO",
  "homo_energy_ha": -0.3817,
  "elements": ["N", "C", "C", "N", "C", "O", "H", "H", "H", "H", "H", "H"],
  "coordinates": [[1.62, 0.92, -1.74], [1.15, 0.30, -0.88], [0.47, -0.45, 0.21], [0.43, 0.28, 1.47], [-0.95, -0.75, -0.26], [-1.67, 0.45, -0.46], [1.01, -1.39, 0.36], [1.35, 0.59, 1.75], [-0.16, 1.10, 1.35], [-0.92, -1.37, -1.17], [-1.48, -1.29, 0.53], [-1.26, 0.92, -1.20]]
}